No. 1
# C6H13NO

A single C6H13NO molecule (ωB97M-V with the def2-TZVPD basis set, the Open Molecules 2025 dataset).

Values from the calculation:
**Net charge**: 0
**HOMO**: -8.3 eV
**Structure (SMILES)**: C[C@]1(O)CCCCN1
**Spin multiplicity**: 1
**Calculated total energy**: -366.39278 hartree
**Energy above the lowest of the compared OMol25 structures with the same formula, charge and spin**: 107.97 kJ/mol

Geometry (Å):
O  0.56  -2.41  -0.14
N  1.00  -0.33  -1.04
C  -0.11  -0.42  1.24
C  0.43  1.75  0.37
C  0.06  -1.11  -0.28
C  -0.53  1.04  1.29
C  0.71  1.06  -1.15
C  -1.28  -1.23  -0.98
H  1.94  -0.48  -0.68
H  -0.21  1.20  -1.71
H  0.85  -0.57  1.74
H  0.04  2.76  0.13
H  -1.56  1.16  0.94
H  -0.46  1.43  2.31
H  -1.14  -1.61  -1.99
H  -1.79  -0.27  -1.04
H  1.27  -2.42  0.53
H  1.53  1.56  -1.65
H  -0.85  -1.06  1.72
H  -1.90  -1.92  -0.41
H  1.43  1.85  0.80

Let us look at the natural (NBO) charges, expressed in e, one per atom: O -0.712; N -0.655; C -0.437; C -0.420; C 0.428; C -0.422; C -0.202; C -0.642; H 0.355; H 0.182; H 0.185; H 0.201; H 0.201; H 0.214; H 0.229; H 0.207; H 0.466; H 0.205; H 0.207; H 0.222; H 0.190



No. 2
# C7H11O2P

A single C7H11O2P molecule (ωB97M-V with the def2-TZVPD basis set, the Open Molecules 2025 dataset).

Values from the calculation:
**Net charge**: 0
**HOMO**: -9.0 eV
**Structure (SMILES)**: CC(C)=CC=C=C[P@H](=O)O
**Spin multiplicity**: 1
**Calculated total energy**: -765.09484 hartree
**Energy above the lowest of the compared OMol25 structures with the same formula, charge and spin**: 7.19 kJ/mol

Geometry (Å):
P  0.61  -3.80  0.84
O  -0.12  -4.25  -0.51
O  1.49  -4.87  1.24
C  0.39  0.06  0.79
C  -0.29  0.80  -0.27
C  1.44  -2.23  0.51
C  0.89  -1.08  0.66
C  -0.50  2.10  -0.46
C  -1.50  2.42  -1.50
C  0.24  3.16  0.25
H  -1.81  3.54  -1.41
H  -0.50  3.98  0.37
H  2.47  -2.20  0.09
H  -0.26  -3.59  1.89
H  0.30  0.54  1.82
H  -1.10  0.17  -0.67
H  0.35  2.92  1.31
H  1.22  3.52  -0.26
H  0.08  -5.12  -0.80
H  -1.05  2.18  -2.50
H  -2.36  1.76  -1.39

Let us look at the natural (NBO) charges, expressed in e, one per atom: P 1.996; O -1.001; O -1.114; C -0.299; C -0.225; C -0.697; C 0.147; C 0.038; C -0.638; C -0.660; H 0.210; H 0.216; H 0.269; H -0.114; H 0.239; H 0.193; H 0.222; H 0.238; H 0.521; H 0.232; H 0.224



No. 3
# C4H11N3O2

2 unconnected molecules or ions with the total composition C4H11N3O2 (ωB97M-V with the def2-TZVPD basis set, the Open Molecules 2025 dataset).

Values from the calculation:
**Net charge**: 0
**HOMO**: -8.6 eV
**Structure (SMILES)**: [H]/N=C(/N)NC.CC(=O)O
**Spin multiplicity**: 1
**Calculated total energy**: -473.70378 hartree
**Energy above the lowest of the compared OMol25 structures with the same formula, charge and spin**: 259.88 kJ/mol

Geometry (Å):
O  2.10  -3.86  1.38
O  1.19  -1.84  1.79
N  -1.33  2.70  1.73
N  -0.70  1.21  -0.08
N  -1.47  3.37  -0.45
C  -1.23  2.35  0.53
C  1.17  -2.66  -0.41
C  1.35  -2.76  1.03
C  -0.36  0.90  -1.49
H  1.53  -4.39  2.07
H  1.82  -1.92  -0.96
H  -1.30  4.22  0.07
H  0.74  0.87  -1.48
H  -2.35  3.37  -0.89
H  0.11  -2.40  -0.69
H  1.39  -3.57  -1.04
H  -0.53  1.79  -2.07
H  -0.62  0.00  -2.05
H  -1.31  2.14  2.60
H  -0.20  0.49  0.40

Let us look at the natural (NBO) charges, expressed in e, one per atom: O -0.714; O -0.542; N -0.791; N -0.635; N -0.882; C 0.593; C -0.761; C 0.771; C -0.427; H 0.501; H 0.260; H 0.389; H 0.184; H 0.375; H 0.246; H 0.239; H 0.227; H 0.197; H 0.374; H 0.397



No. 4
# C16H26FN2O5

2 unconnected molecules or ions with the total composition C16H26FN2O5 (ωB97M-V with the def2-TZVPD basis set, the Open Molecules 2025 dataset).

Values from the calculation:
**Net charge**: +1
**HOMO**: -11.3 eV
**Spin multiplicity**: 1
**Calculated total energy**: -1210.35550 hartree
**Energy above the lowest of the compared OMol25 structures with the same formula, charge and spin**: 389.38 kJ/mol

Geometry (Å):
F  -1.95  0.39  0.24
O  3.33  1.56  0.61
O  -3.72  2.00  0.89
O  -2.52  1.00  -0.86
O  3.01  1.06  -1.66
O  -3.65  3.19  -1.05
N  -1.42  -4.02  -0.19
N  -0.49  -5.91  0.31
C  -2.14  -4.56  0.85
C  -1.62  -2.72  -0.85
C  6.31  1.53  -0.46
C  3.78  1.10  -0.65
C  -3.33  2.05  -0.28
C  5.29  0.65  -0.92
C  0.45  -7.03  0.29
C  -1.56  -5.75  1.16
C  1.63  3.07  1.80
C  -2.95  -2.06  -0.55
C  0.55  4.22  1.38
C  -0.39  3.74  0.17
C  -1.75  4.57  0.01
C  -0.43  -4.86  -0.51
C  2.06  2.27  0.46
C  -2.47  3.99  -1.33
H  0.20  -7.74  1.07
H  -2.46  4.41  0.90
H  -1.71  3.29  -1.86
H  1.24  2.40  2.63
H  -1.77  -6.52  1.89
H  -1.51  5.68  -0.10
H  -3.03  -1.12  -1.10
H  -2.99  -4.04  1.26
H  -0.02  4.48  2.34
H  2.60  3.55  2.20
H  -0.80  -2.07  -0.55
H  1.19  5.12  1.06
H  7.36  1.13  -0.27
H  0.31  -4.70  -1.29
H  1.46  -6.65  0.45
H  -0.66  2.64  0.26
H  2.21  3.06  -0.35
H  -1.53  -2.89  -1.93
H  -3.78  -2.70  -0.84
H  6.06  2.63  -0.27
H  0.20  3.91  -0.80
H  -3.04  -1.83  0.51
H  -2.72  4.80  -2.09
H  1.25  1.52  0.17
H  0.39  -7.52  -0.68
H  5.54  -0.31  -1.49

Let us look at the natural (NBO) charges, expressed in e, one per atom: F -0.109; O -0.517; O -0.520; O -0.146; O -0.602; O -0.501; N -0.271; N -0.279; C -0.043; C -0.216; C -0.346; C 0.754; C 0.942; C -0.306; C -0.414; C -0.034; C -0.419; C -0.631; C -0.411; C -0.418; C -0.448; C 0.247; C -0.082; C -0.084; H 0.241; H 0.237; H 0.183; H 0.210; H 0.255; H 0.228; H 0.259; H 0.263; H 0.224; H 0.223; H 0.229; H 0.214; H 0.221; H 0.249; H 0.235; H 0.196; H 0.194; H 0.225; H 0.219; H 0.218; H 0.212; H 0.223; H 0.225; H 0.191; H 0.235; H 0.246



Question: What is the HOMO in the first record?
Answer: -8.3 eV